C4H9NO in the gas phase. Source: the OMol25 dataset; level of theory: ωB97M-V/def2-TZVPD.

```
15
Properties=species:S:1:pos:R:3:forces:R:3:nbo_charge:R:1
C -1.12370 -0.08097 -1.65002 0.0 0.0 0.0 -0.675
C -0.02997 0.26731 -0.94685 -0.1 -0.1 0.2 0.511
O 1.06286 0.82726 -1.54495 0.0 0.0 -0.2 -0.688
N 0.14180 0.18564 0.41863 -0.1 0.0 -0.2 -0.440
C -0.95153 -0.27443 1.23733 -0.1 0.0 0.0 -0.404
C 1.45501 0.00242 1.00626 0.2 0.0 0.0 -0.407
H -1.18773 0.18487 -2.70048 0.0 -0.1 0.1 0.200
H -1.96855 -0.59378 -1.21197 0.2 0.1 0.0 0.212
H 0.92741 0.76751 -2.49919 0.1 0.0 0.2 0.488
H -0.81999 0.11025 2.25487 0.0 -0.1 -0.1 0.201
H -1.89686 0.10798 0.84758 0.1 0.0 0.1 0.216
H -1.00991 -1.37397 1.29003 0.0 0.1 0.0 0.180
H 1.57076 -1.01609 1.40692 0.0 0.1 -0.1 0.180
H 1.60100 0.71149 1.83073 0.0 -0.1 -0.1 0.194
H 2.22941 0.17450 0.26108 -0.1 0.0 0.1 0.232
```
Positions in Å, forces in eV/Å.

Values from the calculation:
Relative energy (zero: lowest compared OMol25 entry of this formula, charge and spin)   159.3 kJ/mol
HOMO level   -7.77 eV

A molecular structure, C3H3NO2 in a non-equilibrium geometry. Source: the OMol25 dataset; level of theory: ωB97M-V/def2-TZVPD.

```
9
Properties=species:S:1:pos:R:3:forces:R:3:nbo_charge:R:1
O -0.25687 1.70954 0.76793 -0.3 -0.5 -0.1 -0.550
C -1.09992 0.87239 0.62379 0.3 0.3 0.0 0.650
O -0.99163 -0.25152 -0.13533 -0.1 -0.1 0.0 -0.507
C 0.24246 -0.51621 -0.75021 -0.2 0.0 -0.6 0.030
C 1.49052 -1.11346 0.76029 0.5 -0.8 0.2 0.348
N 0.93732 -1.75587 -0.08739 0.0 1.3 0.7 -0.558
H -2.10290 0.89158 1.07299 0.2 0.0 -0.1 0.136
H 0.06471 -0.93929 -1.72410 -0.2 0.3 -0.3 0.223
H 0.84023 0.40156 -0.81421 0.0 -0.5 0.2 0.228
```
Positions in Å, forces in eV/Å.

Values from the calculation:
Relative energy (zero: lowest compared OMol25 entry of this formula, charge and spin)   307.2 kJ/mol
HOMO level   -11.46 eV

10 unconnected molecules or ions with the total composition C36H52O30 in a non-equilibrium geometry. Source: the OMol25 dataset; level of theory: ωB97M-V/def2-TZVPD.

```
118
Properties=species:S:1:pos:R:3:forces:R:3:mulliken_charge:R:1
C -0.45290 -1.73996 3.97449 0.4 -0.8 -1.1 -1.291
C -1.43695 -2.30189 4.95947 -0.1 0.9 -0.4 0.725
C -1.31589 -3.76076 5.35038 -0.7 -0.7 -0.3 -0.376
O -1.60216 -3.72433 6.75840 0.5 -0.6 -0.6 -0.347
C -1.55454 -2.45816 7.21495 0.5 0.0 -1.8 0.557
O -1.67186 -2.16937 8.33650 -0.3 0.6 2.3 -0.522
O -1.32898 -1.57569 6.21097 -0.1 -0.9 -0.2 -0.310
H -0.51380 -2.32405 3.04138 -0.4 0.2 0.1 0.368
H 0.60837 -1.85605 4.20650 -0.2 0.3 0.7 0.473
H -0.70151 -0.71342 3.72039 0.1 0.1 0.1 0.055
H -2.44025 -2.09950 4.57493 0.0 0.0 0.1 0.102
H -0.40796 -4.29224 5.03295 0.5 0.6 0.9 0.265
H -2.06807 -4.40784 4.88327 -0.3 0.5 0.1 0.289
C 3.89502 5.41795 0.25965 -0.3 1.3 1.0 -1.314
C 2.79905 5.00119 -0.68984 0.8 0.2 -0.7 0.695
C 3.17924 5.26713 -2.15748 -0.4 1.8 0.6 -0.456
O 3.75215 4.06597 -2.58821 0.3 0.5 -0.9 -0.380
C 3.51035 3.10928 -1.68979 -1.6 3.7 0.2 0.410
O 3.92778 2.04973 -1.76674 1.7 -5.1 -0.2 -0.450
O 2.71498 3.56509 -0.71456 -0.8 0.2 0.9 -0.093
H 4.16964 6.46206 0.04962 0.4 -0.4 -0.5 0.411
H 4.74835 4.74696 0.26750 0.2 0.1 -0.2 0.339
H 3.56687 5.57679 1.29386 -0.3 -0.8 0.0 0.164
H 1.86360 5.49024 -0.45436 -0.3 -0.5 0.2 0.135
H 3.87773 6.10520 -2.22549 0.4 -0.4 0.0 0.351
H 2.32411 5.63446 -2.73323 -0.1 -0.9 -0.3 0.215
C 1.51543 -5.19306 -0.89036 0.8 1.4 0.8 -1.519
C 1.25319 -6.62843 -1.21277 1.3 0.1 -0.7 0.796
C 2.46814 -7.44210 -1.77011 0.4 1.6 -0.3 -0.432
O 2.64383 -8.49212 -0.84661 -0.3 -0.6 -0.2 -0.351
C 1.63999 -8.49209 0.06770 0.4 1.3 -0.1 0.631
O 1.44579 -9.32941 0.87313 -0.1 -0.5 0.3 -0.507
O 0.96352 -7.30462 0.00802 -0.6 -0.8 -0.6 -0.380
H 2.24765 -4.98111 -0.09726 -0.1 -0.9 0.2 0.425
H 0.60424 -4.72028 -0.52546 -0.1 0.1 -0.4 0.327
H 1.97770 -4.58269 -1.67039 -0.6 -0.3 -0.6 0.343
H 0.45836 -6.62355 -1.96471 -0.5 -0.6 0.5 0.119
H 3.35491 -6.79547 -1.83607 0.0 -0.2 0.7 0.269
H 2.40565 -7.77461 -2.80895 -0.7 -0.6 0.3 0.288
C -4.18915 -0.42358 -1.62450 1.0 0.3 -0.2 -1.004
C -5.38486 0.46515 -1.38773 -0.3 -1.0 0.9 0.522
C -5.99109 0.37863 0.03357 0.0 -0.4 -0.1 -0.338
O -6.35919 1.73619 0.30503 0.5 -0.1 -0.1 -0.393
C -5.54329 2.53905 -0.43543 -0.4 -0.2 1.1 0.650
O -5.33896 3.67906 -0.14077 0.1 -0.1 -0.7 -0.541
O -4.98478 1.84283 -1.43815 -0.1 0.6 -0.3 -0.232
H -3.93682 -0.96888 -0.71612 0.0 -0.3 -0.2 0.371
H -3.31197 0.17418 -1.89486 -0.1 0.2 0.4 -0.108
H -4.22068 -1.04417 -2.51690 -0.6 -0.4 0.3 0.396
H -6.18224 0.20144 -2.08479 0.1 0.8 -0.4 0.276
H -5.29973 -0.02168 0.78606 0.2 0.5 -0.1 0.062
H -6.87152 -0.25516 0.11952 -0.2 0.2 -0.3 0.356
C 4.35859 -1.85816 0.89600 0.8 1.1 0.5 -1.382
C 4.44263 -1.99614 -0.60436 -1.8 -1.8 -1.4 1.544
C 5.16633 -1.02463 -1.54105 -1.0 0.4 2.5 -0.597
O 6.42795 -1.65493 -1.69869 -0.1 0.1 -0.9 -0.351
C 6.19550 -2.99141 -1.70159 -0.6 -0.8 0.0 0.538
O 6.88627 -3.83273 -2.18566 0.2 0.5 0.2 -0.553
O 5.00140 -3.26497 -1.10511 0.8 0.7 0.5 -0.354
H 5.09515 -1.10916 1.21594 -0.1 -0.2 0.2 0.408
H 4.49951 -2.74475 1.51004 0.2 -0.3 -0.5 0.388
H 3.37715 -1.48168 1.18505 0.0 0.1 -0.2 0.135
H 3.41419 -2.09810 -0.96729 0.0 0.3 0.1 -0.494
H 5.22621 -0.06560 -1.02516 0.6 0.1 -0.4 0.428
H 4.50074 -0.90546 -2.39488 0.9 -0.1 -0.7 0.296
C -1.21156 -4.51145 -3.92524 0.0 -0.5 -2.0 -1.502
C -0.58779 -3.18193 -4.35605 -2.0 -0.1 1.4 0.812
C -0.87838 -2.75234 -5.78495 -0.2 1.0 -0.8 -0.569
O -1.26003 -1.34315 -5.64730 0.5 -0.6 0.0 -0.414
C -1.64425 -1.11346 -4.36991 -0.5 -0.1 -0.1 0.588
O -2.20490 -0.11159 -4.02077 0.4 -0.3 -0.1 -0.471
O -1.40353 -2.17975 -3.59486 0.7 -0.1 -0.8 -0.100
H -0.73972 -5.34213 -4.47909 0.4 0.2 0.6 0.381
H -2.21877 -4.59267 -4.35036 -0.1 0.4 0.4 0.439
H -1.24749 -4.67642 -2.85893 0.3 0.1 0.2 0.306
H 0.43865 -3.09376 -4.00561 0.0 0.2 -0.2 0.036
H -1.71080 -3.23764 -6.31490 -0.1 -0.2 0.8 0.285
H -0.06831 -2.81199 -6.51475 0.3 0.2 0.5 0.300
O -0.34125 4.81910 0.13126 1.4 0.3 2.0 -0.462
C -0.87164 4.64127 -0.89250 -1.9 -0.3 -2.2 0.614
O -0.31737 4.79038 -2.11389 0.8 0.1 -0.6 -0.254
C -1.22346 4.41757 -3.14239 -2.8 0.0 0.0 -0.352
C -2.60696 4.44102 -2.36930 1.7 -1.7 -0.7 -0.399
O -2.15686 4.26420 -1.01346 -0.6 0.8 0.0 -0.248
H -1.41788 5.12843 -3.94625 1.2 0.5 0.2 0.376
H -1.04869 3.46597 -3.64174 0.6 -0.2 0.6 0.265
H -3.19333 3.54760 -2.58161 -0.3 0.4 -0.2 0.163
H -3.09951 5.37222 -2.64075 -0.3 0.0 1.0 0.320
O -3.63891 -0.36060 3.15915 -0.3 -0.4 0.3 -0.576
C -3.34062 0.77334 2.97727 0.8 -0.4 -0.3 0.445
O -2.75770 1.17989 1.82338 -0.4 0.3 -0.6 -0.202
C -2.61387 2.59383 1.82741 1.1 1.3 0.8 0.843
C -3.29924 3.00135 3.15341 0.4 1.0 -0.6 -0.287
O -3.42660 1.76664 3.86340 -0.7 0.6 -0.3 -0.376
H -1.55901 2.89783 1.83362 0.1 -0.6 0.4 -0.263
H -2.93898 3.13084 0.93731 -1.0 -0.6 0.0 -0.142
H -4.22409 3.54972 2.95186 -0.5 -0.8 0.2 0.278
H -2.73095 3.70761 3.75389 0.4 -0.3 0.1 0.164
O 0.47083 -2.20370 -1.57218 0.8 -2.7 -1.4 -0.510
C 0.45312 -1.13822 -1.10477 -1.3 1.8 1.2 0.410
O 0.93191 -0.82507 0.08841 0.1 0.5 0.9 -0.364
C 0.72535 0.59594 0.32347 0.5 -0.7 0.0 0.236
C -0.29200 0.98558 -0.75239 1.5 1.1 0.4 1.391
O -0.21446 -0.10509 -1.65371 -0.3 0.6 -0.5 -0.269
H 0.46251 0.76936 1.36183 -0.1 -0.1 0.0 -0.076
H 1.70784 1.02481 0.10533 -0.3 0.4 0.2 -0.011
H 0.18482 1.89303 -1.14508 -0.5 -0.1 -0.7 -0.361
H -1.30391 1.25539 -0.46583 -0.2 -0.6 0.2 -0.496
O 1.57655 1.99994 3.10981 -0.1 0.6 0.5 -0.495
C 1.29679 3.11154 3.44172 0.2 0.4 -1.0 0.552
O 2.16126 4.17328 3.44293 -0.4 -0.3 -0.4 -0.366
C 1.46439 5.35051 3.80016 -0.8 0.9 1.8 -0.420
C -0.02951 4.90425 4.03268 2.3 0.8 0.0 -0.315
O 0.04614 3.52696 3.73835 -0.6 -0.6 0.1 -0.178
H 1.87958 5.71888 4.74614 0.0 -0.3 0.0 0.337
H 1.52675 6.24445 3.17529 0.3 -0.8 -0.9 0.297
H -0.66577 5.47741 3.36484 -0.4 -0.5 0.0 0.280
H -0.23645 5.07629 5.08582 -0.6 -0.2 -0.1 0.316
```
Positions in Å, forces in eV/Å.

Values from the calculation:
Relative energy (zero: lowest compared OMol25 entry of this formula, charge and spin)   188.1 kJ/mol
HOMO level   -10.61 eV